# C2HIN2S

A 2-piece molecular cluster, C2HIN2S overall (ωB97M-V/def2-TZVPD, OMol25).

Calculated values
* E: -882.0872 Ha
* total charge: 0
* frontier orbital gap (alpha / beta): 7.3 / 7.3 eV

Last column: Löwdin charge in e.
Element x y z (Å)
S: 0.42065 -2.57667 -0.01604  0.6166
N: 1.11493 -1.23859 -0.25554  -0.7428
C: 1.28722 -0.05032 -0.39192  -0.7381
I: 2.25961 1.70935 -0.00341  0.8553
C: -1.64284 0.71742 0.20878  -0.1161
N: -2.04714 -0.32289 0.39951  0.0666
H: -1.39242 1.76171 0.05862  0.0585

---

# C6H9N

One molecule with the formula C6H9N (ωB97M-V/def2-TZVPD, OMol25).

Calculated values
* E: -288.7023 Ha
* total charge: 0
* frontier orbital gap: 10.3 eV

Last column: Löwdin charge in e.
Element x y z (Å)
C: 1.57090 0.62681 0.76274  -0.0788
C: 0.81588 -0.59422 0.11887  -0.1091
C: -0.41178 -0.67228 -0.87351  -0.3159
C: -0.82459 0.65204 -1.46240  -0.0646
C: -0.83399 -1.08609 0.47197  -0.1752
C: -1.42388 -0.17886 1.40240  -0.2438
N: -1.71589 0.58707 2.22099  0.1450
H: 1.57543 0.58689 1.86921  0.0793
H: 2.61798 0.48804 0.43852  0.0704
H: 1.32681 1.66202 0.48734  0.0676
H: 1.47967 -1.42528 0.37538  0.1071
H: -0.47079 -1.50308 -1.58906  0.1392
H: -0.88279 1.40356 -0.67104  0.0751
H: -0.01684 0.90420 -2.14826  0.0827
H: -1.77279 0.67121 -2.01603  0.0855
H: -1.11051 -2.14241 0.61589  0.1356